{
  "formula": "C4H8O2",
  "method": "ωB97M-V with the def2-TZVPD basis set",
  "smiles": "CC[C@@H](O)C=O",
  "elements": ["C", "C", "C", "C", "H", "H", "H", "H", "H", "H", "H", "H", "O", "O"],
  "coordinates": [[1.34897, -0.66548, -0.64831], [0.82677, 0.17997, 0.42058], [-0.63050, 0.62781, 0.45971], [-1.53913, -0.54051, 0.35077], [0.69855, -0.32206, -1.65044], [2.61061, -0.40539, -0.76962], [1.08184, -1.92241, -0.51447], [1.37826, 1.08266, 0.47172], [1.01039, -0.15847, 1.57612], [-0.81050, 1.11112, 1.41296], [-1.37577, 1.31148, -1.15226], [-1.44758, -1.33656, 1.08342], [-0.74083, 1.66710, -0.54746], [-2.41108, -0.62926, -0.49272]],
  "atomic_forces_ev_per_a": [[0.711, -2.437, -3.283], [-0.071, -0.142, 5.395], [1.318, 1.070, -1.104], [-1.650, 0.347, -1.322], [2.241, -0.996, 2.249], [-3.975, -1.269, 0.030], [1.126, 3.778, -0.379], [0.497, 1.115, -0.305], [-0.073, -0.108, -2.657], [-0.062, -0.015, 0.416], [-0.930, -0.065, -0.991], [0.400, -0.269, 0.508], [-0.224, -1.160, 1.154], [0.690, 0.151, 0.288]],
  "lowdin_charge": [-0.156, -0.333, -0.359, -0.206, 0.127, 0.146, 0.137, 0.087, 0.163, 0.147, 0.063, 0.132, -0.012, 0.065]
}

---

{
  "formula": "C4H8O2",
  "method": "ωB97M-V with the def2-TZVPD basis set",
  "smiles": "C[C@H]1COCO1",
  "elements": ["C", "C", "C", "O", "C", "O", "H", "H", "H", "H", "H", "H", "H", "H"],
  "coordinates": [[0.99885, -0.63703, -1.42681], [0.45382, 0.20273, -0.29457], [-1.03000, 0.40430, -0.28475], [-1.46062, 0.56006, 1.03510], [-0.37962, 0.17165, 1.86721], [0.52704, -0.52500, 1.07240], [1.04365, -0.10044, -2.38565], [2.01697, -0.96615, -1.21257], [0.40303, -1.53880, -1.59740], [1.02210, 1.13397, -0.18707], [-1.43339, 1.21415, -0.89379], [-1.43960, -0.53872, -0.66959], [0.06063, 1.08165, 2.30990], [-0.78286, -0.46237, 2.66759]],
  "atomic_forces_ev_per_a": [[0.200, -0.447, 0.027], [0.286, -0.461, 1.985], [-0.921, -0.630, -1.147], [0.039, 0.392, 0.523], [-0.198, 0.160, 0.192], [0.422, 0.663, -1.876], [-0.163, 0.156, 0.424], [-0.020, 0.093, 0.093], [-0.044, 0.135, 0.173], [-0.067, -0.082, 0.089], [0.280, 0.139, -0.004], [-0.220, 0.088, -0.151], [0.084, -0.133, -0.106], [0.323, -0.073, -0.219]],
  "lowdin_charge": [-0.040, -0.283, -0.195, -0.087, -0.248, -0.076, 0.090, 0.083, 0.085, 0.147, 0.135, 0.127, 0.128, 0.135]
}

---

{
  "formula": "C4H8O2",
  "method": "ωB97M-V with the def2-TZVPD basis set",
  "elements": ["C", "C", "C", "O", "C", "O", "H", "H", "H", "H", "H", "H", "H", "H"],
  "coordinates": [[-2.07792, 0.00183, -0.17238], [-0.85851, 0.72293, 0.39303], [0.41123, 0.32005, -0.33446], [1.50375, 1.01678, 0.22606], [3.20625, -1.60643, 0.19078], [3.54384, -2.58222, 0.65898], [-1.97563, -1.08481, -0.06625], [-2.99390, 0.30582, 0.34301], [-2.20657, 0.21913, -1.23957], [-0.73604, 0.50001, 1.45984], [-0.98190, 1.80940, 0.31027], [0.55273, -0.77105, -0.24519], [0.30518, 0.54304, -1.40994], [2.30748, 0.60552, -0.11417]],
  "atomic_forces_ev_per_a": [[-0.053, -0.035, -0.024], [0.031, 0.041, 0.021], [-0.353, -0.188, -0.133], [0.256, -0.019, -0.083], [0.473, -1.176, 0.523], [-0.408, 1.125, -0.531], [-0.037, 0.150, -0.007], [0.121, -0.057, -0.073], [0.011, -0.019, 0.157], [-0.024, 0.019, -0.143], [0.025, -0.138, -0.001], [-0.025, 0.168, 0.007], [0.044, -0.003, 0.166], [-0.060, 0.132, 0.121]],
  "lowdin_charge": [-0.119, -0.255, -0.321, -0.095, 0.049, 0.063, 0.072, 0.069, 0.072, 0.113, 0.113, 0.098, 0.121, 0.022]
}

---

{
  "formula": "C4H8O2",
  "method": "ωB97M-V with the def2-TZVPD basis set",
  "elements": ["C", "C", "O", "C", "C", "O", "H", "H", "H", "H", "H", "H", "H", "H"],
  "coordinates": [[-0.79920, 0.33607, -1.69932], [-0.94779, -0.38797, -0.34917], [-0.72797, -1.69357, -0.30807], [0.23422, -0.12492, 0.64267], [1.57235, 0.12753, 0.25654], [2.67084, -0.40670, 0.81991], [0.12675, 0.03255, -2.20512], [-0.81997, 1.43133, -1.58302], [-1.63773, 0.04539, -2.34534], [-1.88181, -0.00774, 0.13593], [0.07723, -0.57842, 1.62262], [0.71356, 1.04347, 0.91963], [1.80742, 0.70163, -0.63951], [2.39334, -1.08805, 1.46070]],
  "atomic_forces_ev_per_a": [[0.026, -0.086, 0.024], [-0.027, 0.481, -0.025], [0.024, 0.148, -0.010], [0.542, -0.172, -0.059], [-0.408, -0.225, 0.042], [-0.744, 0.094, 0.204], [-0.191, 0.036, 0.105], [-0.004, -0.247, -0.009], [0.194, 0.051, 0.174], [0.235, -0.215, -0.124], [0.057, 0.040, -0.240], [0.280, 0.038, -0.007], [-0.139, -0.157, 0.188], [0.154, 0.213, -0.264]],
  "lowdin_charge": [-0.062, -0.589, -0.152, -0.085, -0.184, 0.075, 0.073, 0.077, 0.078, 0.130, 0.136, 0.221, 0.148, 0.136]
}

---

{
  "formula": "C4H8O2",
  "method": "ωB97M-V with the def2-TZVPD basis set",
  "elements": ["O", "C", "C", "C", "C", "O", "H", "H", "H", "H", "H", "H", "H", "H"],
  "coordinates": [[-3.01700, -0.31957, 0.54433], [-2.11387, 0.49411, 0.09522], [-1.01984, -0.31794, -0.56407], [0.30387, -0.05392, -0.55158], [1.55289, -0.93363, -0.42830], [3.30860, 0.93937, 0.64085], [-2.49585, 1.07869, -0.77316], [-1.67377, 1.29940, 0.76890], [-1.56257, -1.11947, -1.00569], [0.73574, 0.79688, -0.08344], [1.52272, -1.93185, 0.04590], [2.25137, -0.87068, -1.27175], [2.37091, -0.22289, 0.31283], [4.18038, 0.87983, 1.21742]],
  "atomic_forces_ev_per_a": [[-0.700, 0.603, 0.646], [2.062, -1.356, 0.018], [-1.496, 1.448, 0.571], [3.504, -3.016, 1.370], [-1.508, 0.521, -0.119], [1.033, -0.800, 1.004], [-0.036, 0.612, -0.456], [-0.592, -0.236, -0.141], [0.467, -1.161, -0.513], [-0.426, 2.289, -0.481], [-0.552, 0.374, -0.744], [0.087, 0.416, 0.341], [0.935, 0.768, 0.132], [-2.777, -0.463, -1.627]],
  "lowdin_charge": [-0.053, -0.419, 0.001, -0.052, -0.031, -0.323, 0.179, 0.172, 0.115, 0.101, 0.085, 0.096, 0.097, 0.032]
}

---

{
  "formula": "C4H8O2",
  "method": "ωB97M-V with the def2-TZVPD basis set",
  "elements": ["C", "C", "O", "C", "C", "O", "H", "H", "H", "H", "H", "H", "H", "H"],
  "coordinates": [[-0.99972, -0.94545, 0.75981], [-0.95472, 0.45445, 0.56346], [0.74806, 1.28358, 0.77427], [0.01618, 1.00287, -0.41674], [0.83874, -0.11068, -1.12045], [1.44449, -0.81511, -0.08255], [0.24365, -1.17288, 0.59205], [-1.28177, -1.48949, -0.14943], [-1.49421, -1.31204, 1.65623], [-1.44541, 1.17681, 1.20862], [-0.23952, 1.89269, -0.99130], [1.58439, 0.35697, -1.77848], [0.18026, -0.73343, -1.74885], [1.35955, 0.41170, 0.73338]],
  "atomic_forces_ev_per_a": [[-0.277, 0.181, 0.057], [-0.040, -0.262, 0.006], [0.286, 0.043, 0.099], [-0.124, -0.042, -0.131], [-0.121, 0.116, -0.128], [-0.074, -0.092, 0.127], [0.205, 0.115, -0.141], [0.117, 0.061, 0.074], [0.062, 0.064, -0.134], [0.077, -0.101, -0.083], [0.041, -0.140, 0.073], [-0.118, -0.054, 0.075], [0.090, 0.079, 0.100], [-0.124, 0.033, 0.005]],
  "lowdin_charge": [-0.070, -0.026, -0.021, -0.300, -0.270, -0.245, 0.123, 0.104, 0.081, 0.132, 0.150, 0.121, 0.119, 0.102]
}

---

{
  "formula": "C4H8O2",
  "method": "ωB97M-V with the def2-TZVPD basis set",
  "smiles": "C/C=C\\O.C=O",
  "elements": ["C", "C", "O", "C", "C", "O", "H", "H", "H", "H", "H", "H", "H", "H"],
  "coordinates": [[1.49700, 0.86713, -0.05842], [0.71333, -0.30296, -0.58390], [-1.17385, -2.15691, 1.75817], [-1.28573, -0.97133, 1.57779], [-0.45906, -0.25181, -1.22025], [-1.20145, 0.85055, -1.50861], [0.93213, 1.80803, -0.07389], [1.80371, 0.69993, 0.98075], [2.41083, 1.02821, -0.64235], [1.13598, -1.29240, -0.43248], [-0.57198, -0.23550, 2.00145], [-2.11556, -0.53255, 0.98903], [-0.96194, -1.15030, -1.56629], [-0.72341, 1.63990, -1.22101]],
  "atomic_forces_ev_per_a": [[-0.027, 0.071, 0.010], [-0.171, 0.008, -0.137], [-0.070, 0.478, -0.020], [0.010, -0.250, 0.046], [0.271, -0.315, 0.095], [0.123, 0.260, 0.077], [0.088, -0.129, -0.001], [-0.047, 0.011, -0.156], [-0.123, -0.017, 0.083], [-0.076, 0.129, -0.063], [-0.054, -0.147, 0.003], [0.058, -0.125, 0.072], [0.108, 0.103, 0.063], [-0.090, -0.077, -0.071]],
  "lowdin_charge": [-0.099, -0.181, -0.011, -0.171, -0.247, 0.006, 0.066, 0.073, 0.078, 0.107, 0.083, 0.084, 0.125, 0.088]
}

---

{
  "formula": "C4H8O2",
  "method": "ωB97M-V with the def2-TZVPD basis set",
  "smiles": "C[C@H](O)CC=O",
  "elements": ["O", "C", "C", "C", "C", "O", "H", "H", "H", "H", "H", "H", "H", "H"],
  "coordinates": [[-1.22413, 0.51489, 2.36497], [-0.59812, 0.62117, 1.33798], [-0.41904, -0.52568, 0.38141], [0.17336, -0.11045, -1.01597], [0.71924, -1.36364, -1.69225], [1.07467, 0.93484, -0.79083], [-0.45068, 1.64683, 0.96756], [0.18477, -1.33518, 0.79546], [-1.36522, -0.95517, 0.04291], [-0.69748, 0.29335, -1.54072], [1.12899, -0.94119, -2.62118], [1.61431, -1.68027, -1.16271], [-0.11230, -1.97876, -2.00920], [1.57864, 1.11638, -1.59436]],
  "atomic_forces_ev_per_a": [[0.589, -0.370, 0.414], [-2.256, 0.293, -0.302], [1.055, 0.048, -1.613], [-1.351, -0.596, 1.901], [0.627, 2.798, -1.239], [1.053, 0.097, -0.261], [0.804, -0.079, -0.142], [-0.021, 0.120, 0.269], [-0.313, -0.008, 0.929], [0.099, -0.077, -0.539], [0.021, -0.434, -0.302], [-0.499, -0.944, 0.284], [0.291, -0.829, 0.501], [-0.098, -0.020, 0.100]],
  "lowdin_charge": [0.044, -0.246, -0.101, -0.475, -0.045, -0.039, 0.124, 0.122, 0.126, 0.136, 0.077, 0.091, 0.088, 0.100]
}

---

{
  "formula": "C4H8O2",
  "method": "ωB97M-V with the def2-TZVPD basis set",
  "smiles": "CC(C)(O)C=O",
  "elements": ["C", "C", "C", "O", "C", "O", "H", "H", "H", "H", "H", "H", "H", "H"],
  "coordinates": [[1.41815, 0.60958, -0.14332], [-0.04160, 0.16594, -0.23751], [-0.28678, -1.36822, -0.11194], [-0.62644, 0.74213, -1.37662], [-0.85312, 0.56604, 0.97240], [-2.00781, 0.91181, 0.86754], [1.92887, 0.47845, -1.10364], [1.46931, 1.67507, 0.10852], [1.96497, 0.04417, 0.61844], [-0.82367, -1.56867, 0.82478], [0.62305, -1.96794, -0.07552], [-0.94738, -1.69071, -0.91778], [-1.49959, 1.04955, -1.07162], [-0.36333, 0.38044, 1.94932]],
  "atomic_forces_ev_per_a": [[-0.015, -0.024, 0.068], [0.107, 0.021, 0.325], [0.066, -0.166, -0.047], [-0.183, -0.090, 0.023], [-0.347, 0.275, 0.035], [0.506, 0.214, 0.228], [-0.212, -0.114, 0.150], [-0.015, -0.159, -0.060], [-0.107, 0.069, -0.067], [0.118, -0.261, -0.160], [0.018, 0.106, -0.239], [0.185, 0.030, -0.015], [0.045, -0.055, -0.261], [-0.166, 0.154, 0.020]],
  "lowdin_charge": [-0.018, -0.590, 0.002, -0.005, -0.223, 0.068, 0.092, 0.089, 0.085, 0.080, 0.084, 0.097, 0.093, 0.148]
}

---

{
  "formula": "C4H8O2",
  "method": "ωB97M-V with the def2-TZVPD basis set",
  "smiles": "C=C(O)CCO",
  "elements": ["C", "C", "O", "C", "C", "O", "H", "H", "H", "H", "H", "H", "H", "H"],
  "coordinates": [[1.99220, -0.28903, 0.17515], [0.79309, -0.00446, -0.34036], [0.62112, 1.26898, -0.82505], [-0.46592, -0.81705, -0.32045], [-1.50873, -0.12993, 0.58896], [-2.07514, 1.01807, 0.00419], [2.38103, -1.28337, 0.32094], [1.53965, 1.55165, -0.94492], [2.59977, 0.55276, 0.50318], [-0.90718, -0.92895, -1.31616], [-0.23557, -1.80910, 0.08094], [-1.04829, 0.09405, 1.56626], [-2.33914, -0.81982, 0.77098], [-1.34688, 1.59622, -0.26366]],
  "atomic_forces_ev_per_a": [[-0.101, -0.163, 0.161], [0.205, -0.197, 0.245], [0.028, 0.077, 0.060], [0.076, -0.044, -0.096], [0.104, -0.361, 0.140], [0.117, 0.221, -0.073], [-0.338, -0.109, 0.449], [-0.425, 0.552, -0.104], [0.341, -0.181, -0.537], [0.093, 0.045, 0.056], [-0.020, 0.142, -0.068], [-0.060, -0.007, -0.198], [0.143, 0.060, -0.062], [-0.164, -0.036, 0.027]],
  "lowdin_charge": [0.045, -0.412, 0.017, -0.114, -0.259, -0.063, 0.057, 0.107, 0.065, 0.125, 0.122, 0.124, 0.118, 0.068]
}

---

| no. | molecular weight (g/mol) | Kohn-Sham gap (eV) |
| --- | --- | --- |
| 1 | 88.106 | 11.12 |
| 2 | 88.106 | 10.74 |
| 3 | 88.106 | 11.15 |
| 4 | 88.106 | 8.49 |
| 5 | 88.106 | 3.87 |
| 6 | 88.106 | 9.11 |
| 7 | 88.106 | 9.67 |
| 8 | 88.106 | 10.25 |
| 9 | 88.106 | 10.92 |
| 10 | 88.106 | 9.87 |